Molecular formula: C3H7NO2
Method: DFT, ωB97M-V with the def2-TZVPD basis set

Results
* molar mass: 89.09 u
* strongest force on any atom: 0.79 eV/A
* LUMO: 0.022 hartree
* orbital gap: 11.24 eV
* energy above the lowest of the compared OMol25 structures with the same formula, charge and spin: 96.6 kJ/mol
* E: -323.74417 Ha
* HOMO energy: -0.3911 Ha
* structure (SMILES): N=C=O.CCO

Structure (ORCA input):
```
! RIJCOSX wB97M-V def2-TZVPD def2/J DEFGRID3
* xyz 0 1
O 0.430 -1.059 1.026
O -0.459 -0.161 -3.351
N -0.924 -1.478 -1.423
C -0.448 1.145 0.833
C -0.645 -0.779 -2.369
C 0.810 0.300 0.797
H -1.167 0.805 0.081
H 1.318 0.396 -0.175
H -0.921 1.073 1.816
H -0.206 2.193 0.632
H 1.511 0.628 1.576
H -0.526 -1.458 -0.479
H 1.228 -1.604 1.037
*
```

How is the electron density shared among the atoms? According to Löwdin, the charges in e are: O -0.11; O 0.13; N 0.19; C -0.08; C -0.41; C -0.31; H 0.06; H 0.11; H 0.08; H 0.08; H 0.11; H 0.04; H 0.10